[1]
{
  "formula": "C54H109F24MgN5O38S8",
  "method": "the ωB97M-V functional and the def2-TZVPD basis",
  "orbital_gap_ev": 8.6,
  "total_charge": -2,
  "e_lumo_ev": 2.910,
  "homo_ev": -5.708,
  "species": ["Mg", "C", "F", "F", "F", "S", "O", "O", "N", "S", "O", "O", "C", "F", "F", "F", "C", "F", "F", "F", "S", "O", "O", "N", "S", "O", "O", "C", "F", "F", "F", "C", "F", "F", "F", "S", "O", "O", "N", "S", "O", "O", "C", "F", "F", "F", "C", "F", "F", "F", "S", "O", "O", "N", "S", "O", "O", "C", "F", "F", "F", "C", "O", "C", "C", "O", "C", "C", "O", "C", "H", "H", "H", "H", "H", "H", "H", "H", "H", "H", "H", "H", "H", "H", "C", "O", "C", "C", "O", "C", "C", "O", "C", "H", "H", "H", "H", "H", "H", "H", "H", "H", "H", "H", "H", "H", "H", "C", "O", "C", "C", "O", "C", "C", "O", "C", "H", "H", "H", "H", "H", "H", "H", "H", "H", "H", "H", "H", "H", "H", "C", "O", "C", "C", "O", "C", "C", "O", "C", "H", "H", "H", "H", "H", "H", "H", "H", "H", "H", "H", "H", "H", "H", "C", "O", "C", "C", "O", "C", "C", "O", "C", "H", "H", "H", "H", "H", "H", "H", "H", "H", "H", "H", "H", "H", "H", "C", "O", "C", "C", "O", "C", "C", "O", "C", "H", "H", "H", "H", "H", "H", "H", "H", "H", "H", "H", "H", "H", "H", "C", "O", "C", "C", "O", "C", "C", "O", "C", "H", "H", "H", "H", "H", "H", "H", "H", "H", "H", "H", "H", "H", "H", "C", "C", "C", "O", "C", "N", "H", "H", "H", "H", "H", "H", "H", "H", "H", "H", "H"],
  "positions_angstrom": [[18.33531, 1.03377, 12.43726], [19.37020, 7.65940, 14.85355], [18.97211, 8.89886, 14.93619], [19.04658, 7.04707, 16.02142], [18.66699, 7.14660, 13.82959], [21.32895, 7.51275, 14.43395], [21.92847, 6.63831, 15.41783], [21.45576, 7.06815, 13.09945], [21.97512, 9.14062, 14.88807], [21.71300, 9.92551, 13.52570], [20.51392, 9.52786, 12.80895], [21.91399, 11.39783, 13.71832], [23.17597, 9.47227, 12.33584], [24.11069, 8.82346, 12.99508], [22.68070, 8.66252, 11.38417], [23.74642, 10.52005, 11.77471], [21.64406, -0.76327, 10.50736], [20.62019, -0.50699, 9.66945], [22.14278, -1.99784, 10.29195], [22.53512, 0.18957, 10.32502], [21.01030, -0.79311, 12.30952], [19.98313, -1.77097, 12.38478], [22.17960, -1.15919, 13.07317], [20.16929, 0.76212, 12.58160], [21.10479, 1.41603, 13.62811], [20.49359, 2.72838, 13.96459], [21.46264, 0.62912, 14.76600], [22.77864, 1.96860, 12.77577], [22.56819, 2.61606, 11.64750], [23.34381, 2.76648, 13.57609], [23.57393, 0.87692, 12.62675], [19.57436, 4.80499, 11.43146], [20.70569, 4.39442, 12.02453], [18.58216, 5.06160, 12.31871], [19.80050, 5.83411, 10.61938], [18.98379, 3.24714, 10.26122], [18.56617, 3.73983, 8.95385], [20.15713, 2.40995, 10.19986], [17.75084, 2.41359, 11.37333], [16.47128, 2.95916, 10.70090], [16.27952, 4.40887, 10.73905], [16.15566, 2.37993, 9.37745], [15.02723, 2.12827, 11.85275], [14.51452, 2.97520, 12.68719], [14.04478, 1.83538, 11.03322], [15.51854, 1.14423, 12.48986], [16.52820, -1.63963, 15.08260], [15.55046, -0.92938, 14.41867], [15.99189, -2.07631, 16.21314], [16.83677, -2.66250, 14.31870], [18.03571, -0.47209, 15.47659], [17.98525, -0.18000, 16.92458], [19.23290, -1.22243, 15.06412], [17.79679, 0.85451, 14.29337], [17.14825, 1.97289, 15.17646], [16.98202, 3.15816, 14.35557], [16.00866, 1.55442, 15.93361], [18.53734, 2.63962, 16.48666], [19.71242, 1.99929, 16.45028], [18.84484, 3.95684, 16.25820], [18.08717, 2.50558, 17.70425], [24.03188, 1.04749, -0.99085], [23.70127, 1.74426, 0.17879], [22.36589, 1.45003, 0.74176], [22.22093, 2.36069, 2.05680], [21.40875, 1.73431, 3.10078], [21.31445, 2.64736, 4.19715], [20.45230, 2.05633, 5.36274], [19.12527, 1.92903, 5.03198], [18.30099, 1.68799, 6.19473], [24.46012, 0.13865, -0.56810], [24.73359, 1.54638, -1.65929], [23.20101, 0.78201, -1.64452], [22.46848, 0.42517, 1.09844], [21.57657, 1.49040, -0.00887], [21.94562, 3.34906, 1.68880], [23.24347, 2.58289, 2.36202], [20.96508, 3.66861, 4.04523], [22.30629, 2.81281, 4.61783], [20.50108, 2.87503, 6.08070], [20.85305, 1.18016, 5.87248], [18.58875, 0.70361, 6.56391], [17.24489, 1.62346, 5.93286], [18.47911, 2.40430, 6.99677], [14.77239, 0.26888, 6.48329], [13.56715, -0.34519, 7.07716], [13.31749, 0.16427, 8.36454], [12.04691, -0.54650, 9.00432], [10.79238, -0.51030, 8.24875], [10.08591, 0.75762, 8.10441], [9.35463, 0.95485, 6.73905], [10.11767, 0.83312, 5.52812], [10.62147, -0.44347, 5.33407], [14.55307, 1.29223, 6.17872], [15.29979, -0.20181, 5.65359], [15.47652, 0.43684, 7.29820], [13.11295, 1.23053, 8.26788], [14.20302, 0.05469, 8.99059], [11.95685, 0.00738, 9.93877], [12.33174, -1.57608, 9.22099], [10.79953, 1.54534, 8.34591], [9.36809, 0.84696, 8.91979], [8.93363, 1.95025, 6.88062], [8.43029, 0.37881, 6.69564], [9.92910, -1.27987, 5.23835], [11.38705, -0.71321, 6.06156], [11.01965, -0.47302, 4.31984], [10.78779, 4.54913, 10.39064], [11.55197, 4.22651, 11.55734], [10.73150, 3.66924, 12.56278], [11.57203, 3.29030, 13.75798], [12.08087, 1.94625, 13.76911], [12.83613, 1.53968, 14.89991], [12.29659, 0.41614, 15.72374], [11.07595, 0.87575, 16.35704], [10.59802, -0.09827, 17.25231], [11.43539, 4.95781, 9.61494], [10.11959, 5.39298, 10.56246], [10.25243, 3.73028, 9.91006], [10.06056, 2.89086, 12.19937], [10.03325, 4.39574, 12.97839], [10.84440, 3.34905, 14.56742], [12.33932, 4.04421, 13.93406], [13.09959, 2.34499, 15.58560], [13.83533, 1.25021, 14.57449], [13.01040, 0.23863, 16.52815], [12.12850, -0.49134, 15.14380], [10.38806, -1.02177, 16.71271], [9.78133, 0.36873, 17.80278], [11.31226, -0.38458, 18.02431], [11.36034, 9.34848, 8.04255], [12.08365, 10.24923, 8.91421], [12.49637, 9.72063, 10.20093], [13.46929, 10.85264, 10.67566], [14.80637, 10.44384, 10.86216], [15.58588, 10.68978, 9.68580], [17.06015, 10.19267, 9.69778], [17.26596, 8.83233, 9.60788], [16.99111, 8.18754, 10.81984], [10.53806, 8.85382, 8.55953], [12.07788, 8.59679, 7.71362], [11.01566, 10.03687, 7.27093], [13.07473, 8.81367, 10.02481], [11.66422, 9.58796, 10.89232], [13.05814, 11.07433, 11.66051], [13.30190, 11.81929, 10.20063], [15.58171, 11.75117, 9.43774], [15.11693, 10.07537, 8.91724], [17.54031, 10.54565, 10.61044], [17.57290, 10.63854, 8.84549], [15.94690, 8.14147, 11.12904], [17.67996, 8.49463, 11.60678], [17.20099, 7.13863, 10.61043], [17.05882, 11.30273, 15.77491], [15.69699, 11.00036, 15.87391], [14.84370, 11.20367, 14.72285], [13.56384, 10.50251, 15.04932], [13.54272, 9.03547, 15.00274], [13.55896, 8.64048, 13.65592], [13.41292, 7.13979, 13.54110], [14.24538, 6.41740, 14.49774], [15.46410, 5.94772, 14.05471], [17.46492, 10.65474, 14.99819], [17.54055, 11.23239, 16.75014], [17.17607, 12.30512, 15.36313], [15.33928, 10.82748, 13.82788], [14.69819, 12.25489, 14.47416], [12.84156, 10.86801, 14.31936], [13.30671, 10.98100, 15.99432], [14.45249, 8.97246, 13.12725], [12.80087, 9.08915, 13.01399], [13.38322, 6.75123, 12.52315], [12.39535, 6.94081, 13.87735], [15.89046, 6.70766, 13.39988], [15.35648, 5.07351, 13.41263], [16.13720, 5.64929, 14.85843], [19.67191, 6.87667, 7.62005], [19.21685, 6.65666, 6.25201], [17.96366, 5.94593, 6.22728], [16.72885, 6.77672, 6.58584], [15.57178, 5.97413, 6.76418], [14.63840, 6.63843, 7.66398], [13.34238, 5.86323, 7.87492], [12.67381, 5.69447, 6.64115], [11.62439, 4.83689, 6.59004], [19.76180, 5.93479, 8.16125], [19.04425, 7.56706, 8.18353], [20.68155, 7.28671, 7.59621], [18.01713, 4.94024, 6.64421], [17.89002, 5.62132, 5.18935], [16.53351, 7.57126, 5.86567], [16.92110, 7.35856, 7.48728], [14.63425, 7.71191, 7.47498], [15.10730, 6.58529, 8.64653], [12.68201, 6.42249, 8.53767], [13.49715, 4.96772, 8.47674], [11.20219, 4.96166, 5.59290], [10.83493, 5.10601, 7.29178], [11.97535, 3.81148, 6.70601], [27.64526, 5.53353, 10.02021], [27.18674, 6.88054, 10.30057], [26.15248, 7.47488, 9.51215], [24.75338, 7.05065, 9.83128], [24.60750, 5.70610, 9.39402], [23.28437, 5.23269, 9.39356], [23.32925, 3.73788, 8.82018], [23.62166, 3.61373, 7.46288], [24.95392, 3.73413, 7.18218], [27.93076, 5.53215, 8.96827], [26.75000, 4.91526, 10.08609], [28.40204, 5.26545, 10.75745], [26.46056, 7.26885, 8.48709], [26.19648, 8.55860, 9.62039], [24.21203, 7.79723, 9.25019], [24.56863, 7.17295, 10.89853], [22.58173, 5.83620, 8.81897], [22.89902, 5.17916, 10.41176], [22.31150, 3.37757, 8.97001], [23.87536, 3.18807, 9.58671], [25.42332, 4.61274, 7.62469], [24.99857, 3.91932, 6.10895], [25.53387, 2.81433, 7.25782], [17.74121, -0.49130, 9.10222], [16.79529, -0.66328, 10.33625], [16.12656, -2.09283, 10.34175], [15.40429, -2.24977, 11.50435], [14.47578, -3.39732, 11.52681], [17.63473, -0.55296, 11.53997], [18.40883, 0.36238, 9.21892], [17.16958, -0.35970, 8.18351], [18.29622, -1.40167, 8.87574], [15.91117, -0.03563, 10.44798], [16.81768, -2.93338, 10.27896], [15.51301, -2.24822, 9.45433], [14.00755, -3.37224, 12.51079], [14.97873, -4.31835, 11.23210], [13.58284, -3.22816, 10.92502], [18.32341, -1.27838, 11.40001], [16.97347, -0.98948, 12.16631]]
}

---

[2]
{
  "formula": "C9H16BrCoO5",
  "method": "the ωB97M-V functional and the def2-TZVPD basis",
  "spin_multiplicity": 5,
  "orbital_gap_ev": [8.6, 6.8],
  "e_lumo_ev": [-0.160, -3.317],
  "homo_ev": [-8.766, -10.159],
  "species": ["Co", "Br", "O", "C", "O", "C", "C", "C", "H", "H", "H", "H", "H", "H", "O", "C", "O", "C", "C", "C", "H", "H", "H", "H", "H", "H", "C", "O", "H", "H", "H", "H"],
  "positions_angstrom": [[-0.80831, 1.86644, -3.39121], [-0.08393, 0.81192, -1.21169], [4.87217, 2.35246, 1.38544], [4.44933, 1.77159, 0.39534], [4.93633, 1.76032, -0.84822], [4.30472, 0.79890, -1.67323], [3.49814, -0.10124, -0.72000], [3.23093, 0.89961, 0.32573], [5.07901, 0.18305, -2.13072], [3.72913, 1.15672, -2.52691], [4.05608, -0.97868, -0.39305], [2.58542, -0.43662, -1.21252], [3.09765, 0.47605, 1.32118], [2.44315, 1.58893, 0.02184], [-5.02935, 1.75673, -0.10552], [-4.41052, 1.15801, 0.77178], [-4.47562, 1.61728, 2.03492], [-3.90066, 0.73808, 2.92676], [-2.77808, 0.02206, 2.05329], [-3.43201, -0.05742, 0.69518], [-4.52474, -0.03946, 3.36729], [-3.43301, 1.22702, 3.78136], [-2.50264, -0.96951, 2.41246], [-1.87521, 0.61998, 1.92912], [-3.81457, -1.07386, 0.60243], [-2.74640, 0.20932, -0.10912], [-0.34194, -3.24605, -1.80663], [-0.88027, -2.40142, -0.84425], [-0.54135, -2.64683, -2.69504], [0.71688, -3.42185, -1.61663], [-1.08768, -4.02581, -1.96135], [-0.33264, -1.61571, -0.77817]]
}

---

One value per record, in order, for DFT total energy: -11037.60234; -4685.35433 a.u..